No. 1
The following is a DFT calculation (ωB97M-V/def2-TZVPD) of one molecule with the formula C4H9NOS in a non-equilibrium geometry.

Structure (XYZ):
```
16
Properties=species:S:1:pos:R:3
S -0.64 0.91 -1.01
H 0.29 -2.20 -1.30
H -2.98 0.17 -1.60
C 1.00 -1.35 -1.11
H 1.92 -1.75 -0.71
H 1.08 2.16 1.12
N 1.13 0.17 0.87
C 0.70 1.35 1.68
H -1.94 -1.02 -0.69
H -2.74 0.37 0.11
H 1.11 -0.71 -2.07
H 1.05 1.02 2.68
H -0.33 1.49 1.71
C -2.25 0.02 -0.80
O 2.13 -0.40 1.31
C 0.46 -0.22 -0.18
```

Calculated values
Net charge ... 0
Relative energy (zero: lowest compared OMol25 entry of this formula, charge and spin) ... 359.4 kJ/mol
Gap between HOMO and LUMO ... 9.04 eV

=====

No. 2
The following is a DFT calculation (ωB97M-V/def2-TZVPD) of C24H51ClN2S as an isolated structure in a non-equilibrium geometry.

Structure (XYZ):
```
79
Properties=species:S:1:pos:R:3
H -1.76 1.31 -7.95
H -1.60 3.73 -5.69
H 1.32 -3.78 1.34
H -1.09 -0.72 0.04
H 1.08 -1.02 7.89
C 1.66 0.92 7.97
H 1.24 1.01 8.98
H -0.27 -2.01 -0.88
H 4.77 0.21 6.90
C -2.44 -2.33 -0.47
C 3.18 0.61 8.11
H -0.03 4.47 -6.30
C 3.80 -2.25 3.99
H 2.70 -3.74 2.89
H 2.84 -1.39 1.57
H -2.74 -3.15 -2.45
H 0.06 2.58 -7.69
C -1.01 -1.82 -0.08
H -3.43 0.36 -3.72
H -2.10 -1.80 -4.61
C -3.01 -0.57 -6.17
H 1.39 0.25 5.24
H -4.82 -1.93 -2.23
H -0.93 3.07 -2.62
H 1.30 -0.93 2.53
H -3.97 -0.49 -1.66
H 3.41 -1.69 6.55
H 1.65 -2.86 4.02
H -2.45 4.65 -3.81
H -2.42 -3.42 -0.27
H -0.81 -0.43 -6.28
H -1.15 5.87 -4.09
H 3.68 1.44 8.64
C 3.75 -0.81 4.58
C -1.52 5.08 -3.41
S 1.43 2.53 7.10
N 3.77 0.40 6.77
H -4.88 -0.53 -4.18
H -1.62 0.50 -4.94
C -0.50 3.94 -3.16
H -1.81 5.55 -2.45
H -0.75 -1.98 2.11
H 1.13 -1.45 5.66
H -2.52 2.09 -6.57
C 1.12 -2.71 1.14
C -0.51 3.62 -5.79
C 3.13 -0.76 6.03
H -1.71 -1.69 -2.41
H 3.20 -0.13 3.89
H -3.19 -1.81 0.15
H -2.90 -1.20 -7.07
C 0.25 3.42 -4.43
C -3.85 -0.66 -3.80
H -3.76 -2.34 -5.19
Cl 0.06 -0.54 3.76
H 1.48 -2.50 0.11
C 1.60 -0.52 6.00
N 0.99 -0.20 7.30
H 0.51 2.28 6.13
C -1.66 0.22 -6.01
C -3.91 -1.32 -2.39
H 4.61 -2.26 3.23
H 4.08 -2.96 4.79
C -1.63 1.52 -6.88
H 0.52 2.37 -4.24
C -0.30 2.32 -6.67
H 3.30 -0.31 8.70
C -0.44 -2.51 1.21
H -0.88 -3.53 1.26
C -2.64 -2.14 -2.02
H 4.79 -0.43 4.65
C -3.12 -1.50 -4.89
C 2.49 -2.74 3.31
H 1.20 3.98 -4.49
C 1.99 -1.82 2.15
H 0.27 4.35 -2.48
H 0.48 1.66 -6.24
H -3.87 0.12 -6.20
H 3.74 1.26 6.21
```

Calculated values
Net charge ... 0
Gap between HOMO and LUMO ... 6.15 eV

=====

No. 3
The following is a DFT calculation (ωB97M-V/def2-TZVPD) of C44H62BrF3N6O2S2Si2Ti as an isolated structure in a non-equilibrium geometry.

Structure (XYZ):
```
123
Properties=species:S:1:pos:R:3
H -0.63 4.49 2.18
C -2.21 -2.44 2.45
H -8.12 2.38 -5.56
C 3.27 -3.41 -2.31
H 3.77 2.78 -1.63
O -0.83 -0.66 0.88
H 3.74 1.81 0.39
S 1.76 -2.50 1.30
H 3.92 2.69 4.08
C 3.65 0.45 -3.83
H -5.38 -0.56 -7.08
H 2.94 4.22 3.14
H -0.87 -0.07 3.16
H -1.49 -5.58 -1.97
C 4.21 -1.16 -1.01
H 5.13 -0.29 2.17
C 2.12 -5.76 0.85
H 0.87 2.36 -4.29
H -3.50 -1.52 -0.17
H 5.29 1.77 1.25
H 1.69 3.86 4.34
C 4.22 2.02 1.35
H -0.91 2.78 1.81
H -3.37 1.32 -0.41
H 1.48 -2.27 -2.63
H 1.38 -1.36 3.56
C 4.03 -0.24 2.28
C 3.59 1.21 2.48
C 1.49 -0.68 4.40
H 5.16 -4.32 -1.82
C -0.35 3.46 2.45
C 5.01 -2.29 -1.12
H 3.44 -0.56 -4.19
H 0.92 0.64 -4.75
H -3.03 3.57 -2.92
C -2.83 -1.27 2.03
H 3.97 1.01 4.62
Ti 0.74 -0.38 0.17
C 0.21 -5.68 -0.66
C -3.13 -0.73 -2.56
C 0.88 -3.56 0.26
H 4.16 3.09 1.53
C -2.16 2.63 -1.34
H 4.60 -0.26 -0.56
H -2.32 0.65 1.20
Si 1.60 1.31 2.30
H -0.97 0.00 4.92
H 1.09 3.34 0.09
C -3.71 -0.64 -5.03
N -3.33 2.28 -0.78
H 2.62 3.92 0.75
H 1.18 4.93 0.86
H 2.55 -0.63 4.67
H 6.02 -2.27 -0.71
C 1.86 4.18 3.31
H -4.66 1.27 -3.28
C -2.87 -0.89 -3.94
H 0.93 1.03 6.24
F 1.60 -6.40 1.94
C 2.90 -1.16 -1.48
C 1.07 -4.96 0.15
H 0.56 2.48 5.32
H -0.14 1.17 -3.45
H 3.74 1.12 -4.69
C 4.54 -3.43 -1.75
C -0.90 -3.66 -1.21
N -2.24 3.62 -2.29
C -4.00 -2.86 3.99
H 0.96 -1.12 5.26
H -4.45 -3.48 4.76
H -1.14 1.47 3.97
H -5.57 -1.39 4.01
H -2.28 -4.14 3.76
N 2.05 -0.01 -1.35
H -4.17 0.75 1.64
H -7.39 0.82 -7.36
H 0.35 -6.75 -0.75
C -0.80 -5.04 -1.34
C -6.43 1.89 -4.30
H 2.10 3.36 -1.67
H 3.07 3.35 -3.16
C 1.19 1.59 5.33
H -1.67 -3.11 -1.71
H -6.71 2.59 -3.52
H -1.25 -2.69 2.00
H 2.23 1.91 5.42
C -6.81 0.90 -6.44
N -0.09 -2.94 -0.46
C -4.04 -0.90 2.61
C -5.68 0.12 -6.29
C -5.28 1.13 -4.15
C -2.18 -0.42 0.96
C -4.87 0.18 -5.12
H 5.32 1.68 3.70
H -0.66 3.30 3.48
H 2.89 -4.28 -2.84
H 3.75 -0.89 3.11
C 1.54 3.89 0.91
C 0.84 1.33 -3.90
H 4.61 0.42 -3.31
Si 2.27 1.08 -2.70
H 1.48 5.21 3.22
F 2.58 -6.75 0.04
O -4.71 0.24 2.25
C 1.17 3.28 2.27
H -4.19 -0.63 -2.33
C -4.63 -1.70 3.58
Br -1.16 -1.63 -4.45
C -7.22 1.78 -5.44
N -2.96 -0.68 -0.30
C -2.78 -3.24 3.43
N -2.27 -0.73 -1.56
C 2.46 -2.29 -2.18
H -4.16 2.56 -1.28
C -0.60 0.53 4.02
F 3.19 -5.09 1.27
S -0.68 2.04 -0.87
H -3.42 -1.13 -5.96
C 2.85 2.80 -2.23
H -1.35 3.76 -2.76
H 3.59 -0.68 1.38
C 4.23 1.68 3.80
C 0.92 0.71 4.10
```

Calculated values
Multiplicity ... 3
Net charge ... -2
Relative energy (zero: lowest compared OMol25 entry of this formula, charge and spin) ... 0.0 kJ/mol
Gap between HOMO and LUMO (alpha / beta) ... 4.77 / 6.32 eV

=====

No. 4
The following is a DFT calculation (ωB97M-V/def2-TZVPD) of a 7-piece molecular cluster, C28H53BBrN7O3P overall in a non-equilibrium geometry.

Structure (XYZ):
```
94
Properties=species:S:1:pos:R:3
O 2.95 5.20 -3.48
H 4.77 0.50 -8.00
H 0.12 -3.00 5.16
C -4.49 -5.38 6.09
C -3.09 1.30 5.13
C -1.67 1.85 5.31
H -0.69 -0.58 -2.24
O 4.74 4.68 -1.88
Br -1.50 2.56 -5.30
H 5.11 4.63 -2.77
C -1.63 -3.50 4.00
N -4.54 -4.25 6.31
O 3.88 2.59 -4.60
C 0.69 2.88 -3.38
H 2.19 5.78 -3.42
H -7.09 -7.51 5.46
H 1.62 1.12 -2.57
C -2.56 -1.21 -1.38
H 0.91 5.10 -0.02
H 1.21 4.94 1.71
H -2.70 3.79 0.28
H -6.91 -5.88 4.81
H -2.95 -1.99 -0.72
C 0.66 4.51 0.86
H 1.02 3.50 0.71
H 5.84 0.96 -9.34
H -7.20 -7.23 3.72
H -4.98 -8.20 4.26
H -0.58 -0.01 5.07
H 5.49 2.52 -6.72
C -0.28 -1.35 -0.28
P 3.09 4.40 -1.96
H 7.91 1.99 -6.36
B 3.86 2.08 -3.28
H -3.09 -1.27 -2.33
H -1.05 3.97 2.07
H -1.19 5.54 1.29
H 1.04 2.29 -1.34
N -0.49 0.96 0.92
C -1.06 -1.37 -1.59
C 6.10 2.15 -7.54
H -3.79 2.10 4.87
N 4.69 0.89 -3.07
H -1.22 2.06 -2.88
H -0.19 0.98 -3.86
H -1.02 0.36 6.74
C -0.69 0.80 5.80
N -0.86 -4.34 0.78
H 5.09 0.56 -3.95
N -3.16 -0.48 3.23
H -1.33 2.27 4.36
C -2.16 -4.55 3.03
H -3.36 -7.07 5.67
H -0.87 -2.32 -2.10
H -4.79 -6.56 3.66
H -0.09 -4.74 4.91
C -1.53 4.62 -1.23
H 0.50 -3.71 3.59
C 3.01 2.68 -2.14
C 1.55 2.19 -2.30
C -3.15 0.28 4.08
H -1.28 2.85 -0.16
H 3.89 1.89 -5.26
C -0.19 -3.75 4.44
H 7.89 0.94 -7.78
H -1.72 -2.52 3.53
C -6.68 -6.93 4.63
H -2.28 -3.49 4.88
H 6.51 3.02 -8.05
H -2.08 -5.56 3.44
C 6.82 0.23 -6.14
C -0.38 -0.05 0.39
H 0.30 1.23 5.96
H -1.72 2.68 6.02
C -5.18 -7.15 4.49
N 6.40 -0.59 -5.45
H -3.45 0.86 6.07
H 4.45 1.96 -8.93
H -2.80 -0.24 -0.93
H 0.78 -1.56 -0.46
C 7.27 1.34 -6.97
C -4.41 -6.81 5.77
C -0.84 4.52 1.14
H 5.45 1.07 -2.43
H -3.22 -4.37 2.83
C -1.43 -4.50 1.76
H 0.34 3.83 -2.98
N -1.44 5.19 -2.22
H -0.65 -2.13 0.40
C -0.52 2.01 -3.71
H -4.80 -7.38 6.62
C 5.24 1.34 -8.51
C -1.65 3.86 0.01
H 1.27 3.12 -4.28
```

Calculated values
Net charge ... -1
Gap between HOMO and LUMO ... 4.01 eV

=====

No. 5
The following is a DFT calculation (ωB97M-V/def2-TZVPD) of C9H6I4N4O as an isolated structure in a non-equilibrium geometry.

Structure (XYZ):
```
24
Properties=species:S:1:pos:R:3
C -3.01 1.15 -1.29
O 3.22 -1.21 2.06
N 3.21 -0.69 -0.08
C -1.57 -0.80 -0.75
H 1.00 -1.48 2.51
N 0.23 -0.03 1.11
I -4.98 1.80 -2.08
I -1.31 -3.02 -0.75
I -2.65 4.27 -0.14
C -0.76 0.06 0.11
C 0.34 1.27 1.68
C -1.22 1.39 0.19
I -3.62 -1.30 -3.26
C 1.04 -1.21 1.43
C 2.52 -1.03 1.08
H 2.18 -1.42 -1.66
N -0.51 2.10 1.13
H 0.74 -2.12 0.89
C -2.26 1.96 -0.41
C -2.58 -0.16 -1.56
N 2.76 -0.56 -1.43
H 2.16 0.29 -1.52
H 4.19 -0.80 0.21
H 0.86 1.53 2.54
```

Calculated values
Net charge ... 0
Relative energy (zero: lowest compared OMol25 entry of this formula, charge and spin) ... 104.7 kJ/mol
Gap between HOMO and LUMO ... 7.39 eV

=====

No. 6
The following is a DFT calculation (ωB97M-V/def2-TZVPD) of a 3-piece molecular cluster, C2H7ClN2O overall in a non-equilibrium geometry.

Structure (XYZ):
```
13
Properties=species:S:1:pos:R:3
Cl 1.77 -2.40 1.51
H 1.40 1.13 1.32
H 1.35 -2.94 2.71
H -0.02 0.25 0.43
N -2.60 -1.37 -0.58
H -2.74 -2.09 -1.18
O 3.36 1.10 1.08
C 2.28 1.48 0.78
N -1.45 -0.76 -0.58
H 2.11 2.24 0.05
C -0.85 -0.44 0.50
H -1.23 -0.84 1.59
H -3.05 -1.70 0.32
```

Calculated values
Net charge ... 0
SMILES ... C=NN.C=O.Cl
Relative energy (zero: lowest compared OMol25 entry of this formula, charge and spin) ... 39.4 kJ/mol
Gap between HOMO and LUMO ... 9.45 eV

=====

No. 7
The following is a DFT calculation (ωB97M-V/def2-TZVPD) of one molecule with the formula C3H4S in a non-equilibrium geometry.

Structure (XYZ):
```
8
Properties=species:S:1:pos:R:3
H 3.27 -0.22 -0.85
H -1.72 0.96 0.29
H -1.74 -0.39 -0.98
C -0.10 -0.35 0.48
C 1.20 0.12 -0.10
H -2.25 -0.40 0.81
C -1.44 -0.04 0.12
S 2.78 0.31 0.21
```

Calculated values
Net charge ... 0
SMILES ... CC#CS
Relative energy (zero: lowest compared OMol25 entry of this formula, charge and spin) ... 349.9 kJ/mol
Gap between HOMO and LUMO (alpha / beta) ... 8.15 / 8.15 eV

=====

No. 8
The following is a DFT calculation (ωB97M-V/def2-TZVPD) of a 2-piece molecular cluster, C9H14O overall in a non-equilibrium geometry.

Structure (XYZ):
```
24
Properties=species:S:1:pos:R:3
C -0.55 -0.70 -0.06
H -2.08 2.85 1.18
O -0.87 -2.60 -1.39
H 0.29 -1.04 0.52
H -0.59 0.94 1.33
H 4.41 0.89 0.38
H -2.99 -1.33 -2.30
C -1.34 -1.39 -0.93
H 2.58 -0.28 1.52
H 3.32 -1.85 1.26
C -2.21 1.08 -0.02
H 5.22 -0.59 0.01
H 2.69 -0.96 -0.07
C -1.04 0.51 0.44
C 3.24 -0.84 0.86
H -2.72 3.16 -0.42
H -1.48 -3.09 -1.96
C 4.56 -0.11 0.74
H -3.71 2.44 0.79
H 5.07 -0.05 1.71
C -2.53 -0.85 -1.46
C -2.70 2.43 0.39
C -2.90 0.40 -1.04
H -3.69 0.98 -1.48
```

Calculated values
Net charge ... 0
SMILES ... Cc1ccc(O)cc1.CC
Relative energy (zero: lowest compared OMol25 entry of this formula, charge and spin) ... 47.5 kJ/mol
Gap between HOMO and LUMO ... 9.21 eV